Here is a structure of composition C19H44AlN3O4PS in a non-equilibrium geometry from the OMol25 dataset. Energies are from wB97M-V/def2-TZVPD.

```
! wB97M-V def2-TZVPD RIJCOSX def2/J DEFGRID3
* xyz -1 3
N -4.61855 2.61005 -2.24857
C -3.48901 1.60088 -2.08536
Al -1.84436 2.34654 -3.08363
P -0.58571 3.50957 -1.41671
O 0.85099 2.69118 -1.09733
O -0.25869 5.11198 -1.88687
S -1.56844 3.61305 0.29253
H -4.16567 3.51069 -2.32591
H -5.03602 2.38193 -3.14230
H -3.77544 0.60100 -2.45179
H -3.30913 1.51104 -1.00022
H -2.33278 3.45169 -4.15966
H -0.99314 1.20814 -3.80519
H 0.79639 2.43721 -0.17522
H -0.71574 5.25388 -2.71576
C -2.86281 -4.62610 -5.02527
C -2.03618 -3.53023 -4.29691
C -0.71024 -4.10583 -3.76694
C -0.84548 -4.92759 -2.49098
C -1.60280 -4.13001 -1.43476
C -2.96748 -3.65076 -1.93970
N -2.86548 -2.91685 -3.22852
O -2.38505 -1.72915 -2.97497
C -3.90144 -4.87057 -2.07472
C -3.62704 -2.78280 -0.85878
C -1.66780 -2.52050 -5.39621
H -3.83318 -4.80500 -4.56701
H -3.09743 -4.33553 -6.05039
H -2.33236 -5.58002 -5.06936
H -0.01658 -3.28370 -3.56375
H -0.23758 -4.71397 -4.54274
H -1.34384 -5.87981 -2.69710
H 0.14907 -5.17867 -2.11264
H -1.73310 -4.74278 -0.53851
H -0.99397 -3.27207 -1.13386
H -4.87039 -4.57811 -2.48396
H -4.08190 -5.31748 -1.09543
H -3.49250 -5.66641 -2.69661
H -3.00601 -1.93634 -0.56791
H -3.80065 -3.37341 0.04265
H -4.59108 -2.40014 -1.19838
H -2.55535 -2.01601 -5.78228
H -1.18638 -3.04040 -6.22714
H -0.96906 -1.76053 -5.04690
C 1.61479 3.35194 3.32391
C 3.10039 3.01484 3.01994
C 3.25261 1.54434 2.59090
C 3.20439 0.54455 3.73933
C 4.19919 0.94267 4.82436
C 3.97180 2.37441 5.31989
N 3.93753 3.35719 4.20377
O 5.16645 3.54911 3.80277
C 2.65967 2.41553 6.12829
C 5.05943 2.73160 6.34249
C 3.44843 3.86703 1.78848
H 1.44905 3.67714 4.34922
H 1.25873 4.18477 2.71744
H 0.95289 2.50609 3.13056
H 4.20992 1.41626 2.07443
H 2.48071 1.29419 1.85988
H 2.19085 0.47345 4.14367
H 3.45493 -0.45151 3.36528
H 4.12372 0.24394 5.66223
H 5.21536 0.84064 4.43027
H 2.43223 3.43194 6.45484
H 2.74879 1.79681 7.02332
H 1.80009 2.03108 5.58213
H 6.06473 2.61957 5.93720
H 4.99190 2.07129 7.20859
H 4.94262 3.75812 6.69541
H 3.42696 4.93184 2.02685
H 2.72083 3.68596 0.99588
H 4.43039 3.62716 1.37976
*
```

- E_HOMO (alpha / beta): -4.17 / -4.17 eV
- ΔE to the lowest compared entry with this formula, charge and spin: 30.3 kcal/mol
- Largest force on an atom: 2.972 eV Å⁻¹